#one
The following is a quantum chemistry calculation of C4H7NS2 as an isolated structure, from the OMol25 dataset.

Each line ends with the Löwdin charge.
CARTESIAN COORDINATES (ANGSTROEM)
C: 0.246 -0.788 -1.475  -0.25
C: 1.312 0.034 -0.800  -0.18
C: 0.850 0.058 0.660  -0.29
C: -0.654 0.045 0.613  -1.08
N: -0.870 -0.920 -0.935  0.08
S: -1.400 1.641 0.235  0.73
S: -1.442 -0.864 1.944  0.72
H: 0.438 -1.252 -2.437  0.11
H: 2.311 -0.378 -0.918  0.11
H: 1.296 1.042 -1.231  0.11
H: 1.180 -0.856 1.159  0.10
H: 1.211 0.925 1.213  0.11
H: -2.389 1.136 -0.502  -0.12
H: -2.089 0.176 2.473  -0.15

Results
2S+1: 1
E_LUMO, eV: 0.786

=====

#two
The following is a quantum chemistry calculation of a 2-piece molecular cluster, C4H7NS2 overall, from the OMol25 dataset.

Each line ends with the Löwdin charge.
CARTESIAN COORDINATES (ANGSTROEM)
C: 1.745 0.510 -0.782  -0.35
C: -2.833 -1.009 -1.812  -0.47
C: 0.809 0.345 1.997  -0.42
C: 2.714 0.822 0.150  -0.47
N: 0.798 0.141 -1.351  0.15
S: -2.328 -0.373 -0.155  0.50
S: 2.549 0.601 1.838  0.88
H: -1.981 -0.770 -2.305  -0.04
H: -3.669 -0.418 -2.105  0.00
H: -2.944 -2.041 -1.447  0.02
H: 0.602 -0.432 2.789  0.06
H: 0.386 0.220 0.950  -0.01
H: 0.366 1.334 2.359  0.06
H: 3.787 1.070 -0.126  0.08

Results
2S+1: 1
E_LUMO (spin up / spin down), eV: -0.967 / -1.464

=====

#three
The following is a quantum chemistry calculation of a 2-piece molecular cluster, C4H7NS2 overall, from the OMol25 dataset.

Each line ends with the Löwdin charge.
CARTESIAN COORDINATES (ANGSTROEM)
C: 0.079 0.401 1.041  -0.34
C: 1.702 1.317 -0.145  -0.43
C: 0.129 -0.597 0.008  -0.67
C: -0.587 -1.903 -0.213  -0.17
N: 0.823 1.392 0.930  -0.02
S: 1.287 -0.201 -1.145  1.00
S: -2.260 0.708 -0.505  0.33
H: -0.649 0.369 1.818  0.10
H: 1.596 2.210 -0.732  0.08
H: 2.785 1.034 0.290  0.14
H: -1.282 -2.085 0.626  0.09
H: 0.174 -2.663 -0.560  0.09
H: -1.274 -2.015 -1.095  0.08
H: -2.523 2.033 -0.318  -0.28

Results
2S+1: 1
E_LUMO (spin up / spin down), eV: -1.069 / -1.600

=====

#four
The following is a quantum chemistry calculation of one molecule with the formula C4H7NS2, from the OMol25 dataset.

Each line ends with the Löwdin charge.
CARTESIAN COORDINATES (ANGSTROEM)
C: 0.290 0.174 -1.928  -0.02
C: 0.437 -0.008 -0.416  -0.38
N: 1.680 -0.157 0.031  0.14
C: -0.658 -0.083 0.363  -0.21
C: -0.665 -0.052 1.819  -1.10
S: 0.612 -0.464 2.829  0.60
S: -2.321 0.013 2.490  0.74
H: 0.669 1.156 -2.254  0.09
H: 0.905 -0.559 -2.449  0.08
H: -0.765 0.097 -2.258  0.09
H: 1.777 -0.318 1.002  -0.04
H: 2.530 0.013 -0.454  0.11
H: -1.602 -0.126 -0.096  0.06
H: -2.888 0.315 1.320  -0.14

Results
2S+1: 1
SMILES string: C/C(N)=C/C(=S)S
E_LUMO, eV: -0.080

=====

Stability ranking, top and bottom: #four is the most stable and #two is the least stable.

=====

#one
The following is a quantum chemistry calculation of one molecule with the formula C4H7NS2, from the OMol25 dataset.

Each line ends with the Löwdin charge.
CARTESIAN COORDINATES (ANGSTROEM)
H: 1.736 0.387 -2.701  0.07
N: 1.233 0.097 -1.879  0.09
C: 0.446 0.830 -1.308  -0.70
S: -0.282 2.433 -1.556  0.76
C: -0.331 -0.040 0.097  -0.24
C: -0.442 -0.029 1.966  0.05
C: 0.423 -1.306 0.098  -0.76
S: -0.189 -2.831 0.156  0.62
H: -1.479 2.129 -1.000  -0.13
H: -1.239 -0.092 -0.392  0.05
H: 0.560 0.442 2.184  0.09
H: -0.577 -1.044 2.194  0.00
H: -1.400 0.436 1.970  0.04
H: 1.542 -1.410 0.170  0.06

Results
2S+1: 1
SMILES string: [H]/N=C(\S)[C@H](C)C=S
E_LUMO, eV: 0.316

=====

#two
The following is a quantum chemistry calculation of C4H7NS2 as an isolated structure, from the OMol25 dataset.

Each line ends with the Löwdin charge.
CARTESIAN COORDINATES (ANGSTROEM)
C: -1.829 -0.634 -0.015  -0.11
C: 0.500 -0.072 0.355  -0.51
C: 0.591 1.433 -0.025  -0.39
C: 1.977 -0.359 0.075  -1.13
H: -2.006 -0.766 1.052  0.08
H: -2.108 0.397 -0.284  0.08
H: -2.421 -1.319 -0.547  0.06
H: -0.270 -0.970 -1.311  0.12
H: 0.385 -0.164 1.435  0.15
H: 0.134 1.641 -1.013  0.09
H: 0.246 2.155 0.742  0.08
N: -0.431 -0.939 -0.304  -0.09
S: 2.413 1.324 -0.131  0.90
S: 2.820 -1.726 -0.029  0.67

Results
2S+1: 1
E_LUMO, eV: -0.028

=====

#three
The following is a quantum chemistry calculation of one molecule with the formula C4H7NS2, from the OMol25 dataset.

Each line ends with the Löwdin charge.
CARTESIAN COORDINATES (ANGSTROEM)
C: -1.509 -0.097 -2.283  0.07
C: -0.912 0.469 -1.142  -0.24
C: 0.145 -0.140 -0.489  -0.72
S: 1.062 -1.279 -1.456  0.62
N: 0.391 0.177 0.920  -0.60
C: 1.589 -0.557 1.460  -0.18
S: -0.333 1.436 1.752  0.78
H: -1.553 -1.085 -2.611  0.04
H: -2.170 0.615 -2.521  0.01
H: -1.136 1.480 -0.898  0.07
H: 2.016 0.274 2.177  0.09
H: 1.318 -1.697 1.749  0.13
H: 2.359 -0.540 0.638  0.03
H: -1.269 0.947 2.704  -0.10

Results
2S+1: 1
SMILES string: C=CC(=S)N(C)S
E_LUMO, eV: -0.623

=====

Stability ranking, top and bottom: #two is the most stable and #one is the least stable.

=====

#one
The following is a quantum chemistry calculation of an isolated ion of composition C4H7O2 and charge +1, from the OMol25 dataset.

Each line ends with the Löwdin charge.
CARTESIAN COORDINATES (ANGSTROEM)
C: 1.007 1.007 1.253  0.26
C: 1.159 -2.465 -0.072  0.17
C: 0.454 -0.244 0.384  -0.25
C: -1.350 0.799 -0.854  -0.02
O: -0.570 -0.337 -0.460  -0.03
O: 1.206 -1.354 0.500  0.08
H: 1.870 0.923 1.911  0.07
H: 0.570 2.004 1.273  0.07
H: 1.922 -3.260 0.211  0.16
H: 0.335 -2.842 -0.687  0.13
H: -1.664 0.542 -1.953  0.14
H: -0.756 1.714 -0.921  0.10
H: -2.381 0.940 -0.408  0.12

Results
Total charge: +1
2S+1: 1
E_LUMO (spin up / spin down), eV: -6.426 / -5.841

=====

#two
The following is a quantum chemistry calculation of an isolated ion of composition C4H7O2 and charge +1, from the OMol25 dataset.

Each line ends with the Löwdin charge.
CARTESIAN COORDINATES (ANGSTROEM)
C: 0.043 0.586 0.304  -0.36
C: -0.869 -1.292 -0.291  -0.05
C: 0.454 -1.128 -0.995  -0.06
C: 0.472 1.615 1.191  0.08
O: -1.128 0.069 0.140  0.14
O: 0.958 0.104 -0.476  0.13
H: -1.656 -1.780 -0.968  0.18
H: -0.927 -1.877 0.721  0.18
H: 1.277 -1.765 -0.850  0.14
H: 0.289 -1.126 -2.079  0.16
H: 0.264 2.739 0.903  0.18
H: 1.602 1.571 1.343  0.15
H: -0.201 1.514 2.055  0.13

Results
Total charge: +1
2S+1: 1
E_LUMO, eV: -4.918

=====

Stability ranking, top and bottom: #two is the most stable and #one is the least stable.

=====

#one
The following is a quantum chemistry calculation of C5H7NO as an isolated structure, from the OMol25 dataset.

Each line ends with the Löwdin charge.
CARTESIAN COORDINATES (ANGSTROEM)
C: 1.214 0.014 -0.568  -0.05
C: 0.414 -1.024 0.305  -0.22
C: 0.295 0.962 0.324  -0.26
C: -1.071 0.726 -0.330  -0.18
C: -0.957 -0.744 -0.399  -0.19
H: 2.243 0.164 -0.326  0.09
H: 1.177 0.027 -1.671  0.11
H: 0.731 -2.089 0.356  0.15
H: -0.401 -0.113 1.949  0.14
H: 0.634 1.991 0.694  0.16
H: -1.464 1.516 -0.998  0.16
H: -1.380 -1.274 -1.166  0.12
N: 0.425 -0.033 1.323  0.00
O: -1.860 -0.121 0.507  -0.02

Results
2S+1: 1
E_LUMO, eV: 1.138

=====

#two
The following is a quantum chemistry calculation of one molecule with the formula C5H7NO, from the OMol25 dataset.

Each line ends with the Löwdin charge.
CARTESIAN COORDINATES (ANGSTROEM)
C: 0.373 -0.433 1.413  -0.15
C: 0.919 0.870 0.803  -0.10
C: 0.233 0.817 -0.567  -0.18
N: -1.149 0.273 -0.421  0.05
C: -1.190 -0.670 -1.541  -0.04
C: 0.027 -0.603 -0.748  -0.40
O: 0.450 -1.381 0.296  -0.02
H: 0.924 -0.924 2.205  0.12
H: -0.659 -0.239 1.743  0.12
H: 2.005 0.771 0.688  0.12
H: 0.698 1.789 1.352  0.12
H: 0.445 1.552 -1.343  0.14
H: -1.287 -0.265 -2.548  0.11
H: -1.790 -1.556 -1.332  0.12

Results
2S+1: 1
SMILES string: C1C[C@@H]2N3C[C@@]23O1
E_LUMO, eV: 1.178

=====

#three
The following is a quantum chemistry calculation of one molecule with the formula C5H7NO, from the OMol25 dataset.

Each line ends with the Löwdin charge.
CARTESIAN COORDINATES (ANGSTROEM)
C: -1.537 -0.381 0.217  -0.03
C: -0.230 0.635 -1.114  0.08
C: 0.686 1.354 -0.213  -0.21
O: 1.383 0.645 0.846  -0.06
C: 1.500 -0.686 0.661  -0.25
N: 0.755 -1.437 -0.034  0.09
C: -0.347 -0.776 -0.724  -0.41
H: -1.211 -0.405 1.257  0.10
H: -2.391 -1.034 0.050  0.09
H: -1.890 0.637 -0.020  0.08
H: 0.195 2.206 0.268  0.13
H: 1.445 1.771 -0.891  0.13
H: 2.348 -1.093 1.214  0.13
H: -0.705 -1.436 -1.516  0.12

Results
2S+1: 1
E_LUMO, eV: 0.445

=====

#four
The following is a quantum chemistry calculation of C5H7NO as an isolated structure, from the OMol25 dataset.

Each line ends with the Löwdin charge.
CARTESIAN COORDINATES (ANGSTROEM)
C: 0.097 -1.393 1.262  -0.02
C: 0.226 -0.245 0.431  -0.27
C: 1.489 -0.349 -0.191  -0.19
O: 1.449 0.396 -1.385  -0.02
C: 0.243 1.020 -1.363  -0.06
C: -0.511 0.775 -0.249  -0.27
N: -1.768 1.284 0.093  0.09
H: -0.404 -1.363 2.233  0.05
H: 1.474 -1.592 0.468  0.18
H: -0.051 -2.334 0.738  0.06
H: 2.376 -0.071 0.379  0.14
H: -0.008 1.578 -2.258  0.13
H: -2.358 0.583 0.525  0.09
H: -2.255 1.712 -0.684  0.09

Results
2S+1: 1
E_LUMO, eV: 0.593

=====

Stability ranking, top and bottom: #two is the most stable and #four is the least stable.

=====

#one
The following is a quantum chemistry calculation of a 10-piece molecular cluster, C4H30N2O10 overall, from the OMol25 dataset.

Each line ends with the Löwdin charge.
CARTESIAN COORDINATES (ANGSTROEM)
N: -3.107 -1.328 1.027  0.03
C: -2.242 -0.889 2.337  -0.16
N: -0.749 -0.731 2.050  -0.09
C: -0.052 -1.996 1.778  -0.19
C: 1.499 -1.582 1.936  -0.18
C: 2.376 -1.297 0.817  -0.19
O: 1.579 -0.123 0.270  -0.13
H: -4.058 -1.559 1.188  0.03
H: -2.601 -2.068 0.678  -0.01
H: -2.553 0.186 2.511  0.10
H: -2.418 -1.532 3.252  0.11
H: -0.428 -0.315 1.204  0.07
H: -0.213 -2.770 2.559  0.12
H: -0.239 -2.488 0.833  0.08
H: 1.652 -0.888 2.753  0.09
H: 2.023 -2.592 2.250  0.15
H: 3.349 -1.048 1.145  0.10
H: 2.297 -2.034 -0.122  0.10
H: 1.755 0.025 -0.629  0.01
O: -1.171 -0.618 -1.888  -0.08
H: -0.279 -0.361 -2.257  0.02
H: -1.635 -0.356 -2.688  0.02
O: -0.885 1.224 -3.657  -0.05
H: -1.059 1.776 -4.394  0.04
H: -0.175 1.558 -3.137  -0.05
O: 1.394 -3.389 -0.729  -0.14
H: 0.536 -2.928 -1.030  0.08
H: 2.062 -3.321 -1.532  0.10
O: 1.365 2.035 -3.030  -0.07
H: 1.403 2.562 -3.804  0.04
H: 1.170 2.656 -2.162  0.17
O: 0.687 2.295 0.278  -0.08
H: 0.003 1.633 0.041  0.05
H: 1.086 1.725 0.961  0.03
O: -0.425 4.642 0.960  -0.02
H: 0.202 4.211 0.483  -0.07
H: -0.275 4.440 1.867  0.02
O: -2.992 1.978 -1.226  -0.05
H: -2.361 1.282 -1.547  0.01
H: -3.758 1.600 -0.877  -0.01
O: 1.809 -1.075 -2.452  -0.09
H: 2.365 -1.666 -3.091  0.12
H: 1.687 -0.347 -3.104  0.04
O: 0.855 1.218 3.350  -0.07
H: 0.377 0.448 3.113  -0.05
H: 0.145 1.806 3.712  0.07

Results
2S+1: 1
SMILES string: NCNCCCO.O.O.O.O.O.O.O.O.O
E_LUMO, eV: -0.279

=====

#two
The following is a quantum chemistry calculation of a 10-piece molecular cluster, C4H30N2O10 overall, from the OMol25 dataset.

Each line ends with the Löwdin charge.
CARTESIAN COORDINATES (ANGSTROEM)
C: 2.378 3.260 0.336  -0.06
N: 1.142 2.365 0.042  -0.08
C: 1.678 1.094 -0.426  -0.25
C: 0.983 -0.175 -0.079  -0.22
N: 1.177 -1.194 -1.118  -0.09
C: 2.425 -1.875 -1.317  -0.39
O: 2.501 -3.101 -0.746  -0.07
H: 2.572 4.046 -0.491  0.11
H: 3.281 2.710 0.427  0.05
H: 2.026 3.663 1.247  0.05
H: 0.640 2.846 -0.615  0.04
H: 2.772 0.966 -0.258  0.12
H: 1.581 1.176 -1.557  0.11
H: 1.480 -0.524 0.833  0.10
H: -0.159 -0.142 0.082  0.11
H: 0.276 -1.897 -0.918  0.15
H: 2.811 -1.776 -2.399  0.13
H: 3.352 -1.429 -0.801  0.13
H: 1.531 -3.449 -0.729  0.12
O: 3.334 -1.792 2.405  -0.04
H: 2.568 -2.364 2.570  0.05
H: 3.612 -2.139 1.586  -0.01
O: -2.334 2.432 -1.465  -0.06
H: -2.197 1.997 -0.543  0.07
H: -3.178 2.528 -1.815  0.02
O: -3.841 -1.273 1.339  -0.04
H: -3.806 -1.502 2.273  0.05
H: -3.807 -1.987 0.763  0.02
O: -2.542 -0.521 3.331  -0.08
H: -3.096 0.253 3.189  0.05
H: -1.944 -0.469 2.538  0.05
O: -0.825 1.904 2.489  -0.02
H: -0.009 2.157 2.109  -0.01
H: -1.549 2.396 2.174  0.01
O: -0.748 -3.840 -0.051  -0.06
H: -1.089 -4.483 -0.634  0.02
H: -1.492 -3.168 0.212  0.10
O: -1.255 -0.823 -1.956  -0.05
H: -1.567 0.008 -1.864  -0.06
H: -0.502 -0.768 -2.573  0.05
O: -2.251 0.386 0.331  -0.09
H: -3.271 0.343 0.461  0.12
H: -1.879 -0.418 0.314  -0.06
O: -0.380 1.490 -3.158  -0.07
H: 0.417 1.052 -3.112  -0.03
H: -0.815 2.042 -2.428  0.04

Results
2S+1: 1
SMILES string: CNCCNCO.O.O.O.O.O.O.O.O.O
E_LUMO, eV: -0.203

=====

Stability ranking, top and bottom: #one is the most stable and #two is the least stable.